[1]
C14H26BF2N2O5SV | ωB97M-V/def2-TZVPD

Total charge: +2
Spin multiplicity: 3
E_HOMO (spin up / spin down) in eV: -13.90 / -13.39
<S²>: 2.03

Each line ends with the natural charge from an NBO analysis.
Positions of all 52 atoms, in Å:
1 V 0.86681 0.30014 -0.71495  1.24
2 S -1.50768 -1.48842 0.67836  -0.02
3 F 0.89233 -2.50060 -0.32006  -0.51
4 F 1.12480 -1.30407 1.63974  -0.54
5 O -0.65415 0.19670 -1.84141  -0.61
6 O 0.39435 1.38691 1.10340  -0.57
7 O -0.01009 2.81403 -1.25423  -0.54
8 O 1.81004 -0.54561 -2.32349  -0.57
9 O 2.54884 0.62200 -0.12163  -0.60
10 N -2.68062 -3.06341 2.55433  -0.30
11 N -0.90906 -2.10173 3.31307  -0.49
12 C -3.71059 -3.53780 1.64129  -0.41
13 C 2.75864 1.80547 0.67309  -0.08
14 C 0.96602 -0.47745 -3.48264  -0.08
15 C 3.60415 0.09756 -0.95919  -0.08
16 C -1.43357 -2.83694 4.35376  -0.04
17 C -0.63780 2.38067 1.06659  -0.08
18 C -1.66909 -2.24931 2.22058  0.29
19 C 1.64404 1.77180 1.71649  -0.09
20 C -2.54958 -3.42964 3.87876  -0.05
21 C 3.07390 0.13480 -2.38897  -0.08
22 C -0.37917 3.41915 -0.01797  -0.10
23 C -1.04858 2.55482 -2.19163  -0.09
24 C -0.43860 -0.71787 -2.94812  -0.09
25 C -1.69548 1.19119 -1.96323  -0.08
26 B 0.47807 -1.39605 0.40086  0.46
27 H 0.46287 4.05275 0.26528  0.21
28 H -2.36788 0.95251 -2.78563  0.23
29 H -3.24883 -3.94391 0.74425  0.24
30 H -1.26067 4.05463 -0.13011  0.22
31 H 2.92241 1.17154 -2.71136  0.20
32 H 3.73301 1.77779 1.15932  0.24
33 H -1.18577 -0.57785 -3.72589  0.23
34 H -4.37526 -2.72362 1.35861  0.23
35 H 1.55777 2.73576 2.21704  0.22
36 H -3.25091 -4.08000 4.37071  0.26
37 H -1.55460 1.82327 0.88055  0.21
38 H -0.97497 -2.88056 5.32495  0.26
39 H -0.57346 2.57383 -3.17374  0.21
40 H -0.03089 -1.60942 3.32136  0.46
41 H -0.51041 -1.72951 -2.54802  0.24
42 H 1.87921 1.00503 2.45314  0.23
43 H -2.26651 1.16997 -1.03640  0.22
44 H -0.72966 2.87144 2.03764  0.22
45 H -1.81721 3.33085 -2.16678  0.22
46 H -4.28145 -4.31549 2.13869  0.24
47 H 4.52561 0.66663 -0.85443  0.24
48 H 1.23900 -1.24440 -4.20794  0.24
49 H 1.04409 0.51217 -3.94390  0.20
50 H 3.76224 -0.36899 -3.06869  0.24
51 H 3.77722 -0.93625 -0.66114  0.24
52 H 2.68713 2.68548 0.02970  0.21

---

[2]
C14H26Cl2O3Re | ωB97M-V/def2-TZVPD

Total charge: -2
Energy relative to the best compared isomer or geometry (same formula, charge and spin) in eV: 0.000
Spin multiplicity: 4
E_HOMO (spin up / spin down) in eV: 1.15 / 0.47
<S²>: 3.77

Each line ends with the natural charge from an NBO analysis.
Positions of all 46 atoms, in Å:
1 Re 0.03279 -0.17462 -0.02883  1.28
2 Cl 2.30782 -0.95818 0.18779  -0.59
3 Cl -0.35196 -1.17228 2.07796  -0.37
4 O -3.42886 -1.14164 3.41176  -1.36
5 O -1.25882 1.21344 0.42070  -0.96
6 O 1.04315 1.13640 1.25639  -0.84
7 C -1.00219 -3.33205 -0.45828  -0.63
8 C 0.08760 -0.19252 -2.21495  -0.17
9 C 2.80465 2.67355 1.56429  -0.61
10 C 0.91273 0.51141 -3.24508  -0.61
11 C -1.78314 -0.90583 -1.03535  -0.06
12 C 1.84004 1.75466 2.27334  0.26
13 C -1.94254 1.40457 -2.27782  -0.63
14 C -1.23960 0.16146 -1.83828  0.01
15 C -0.79469 -1.94395 -0.96615  -0.08
16 C 0.35413 -1.51416 -1.71481  -0.08
17 C 0.89658 2.52128 3.17330  -0.61
18 C 2.59943 0.75697 3.10970  -0.63
19 C 1.42947 -2.42253 -2.23105  -0.63
20 C -3.15693 -0.96857 -0.45691  -0.65
21 H 0.62968 1.56433 -3.32382  0.21
22 H 0.20674 1.84344 3.67830  0.24
23 H 1.07471 -2.92695 -3.14254  0.17
24 H -0.79882 1.99212 0.78160  0.47
25 H -1.23192 2.22881 -2.39925  0.21
26 H 2.33561 -1.86459 -2.47940  0.23
27 H 1.47077 3.05987 3.93443  0.17
28 H 3.31945 0.19969 2.51614  0.22
29 H 1.92959 0.05196 3.59737  0.23
30 H 1.68939 -3.18665 -1.49453  0.23
31 H -1.80703 -3.35639 0.28038  0.25
32 H 0.75822 0.04174 -4.22819  0.19
33 H -3.52230 0.03718 -0.22068  0.24
34 H -2.44206 1.24242 -3.24292  0.19
35 H 2.27747 3.39666 0.94105  0.19
36 H 3.14507 1.30879 3.88204  0.16
37 H 3.39728 3.22563 2.29902  0.17
38 H 3.48368 2.10088 0.93285  0.21
39 H -1.26549 -3.98934 -1.30006  0.19
40 H 1.97878 0.45472 -3.00620  0.23
41 H -4.08427 -0.56090 3.87205  0.37
42 H -3.83973 -1.42040 -1.18959  0.18
43 H -3.17821 -1.55492 0.46843  0.29
44 H 0.31703 3.25575 2.61189  0.19
45 H -2.68792 1.70841 -1.53796  0.25
46 H -0.08906 -3.71672 0.00703  0.23

---

[3]
C14H26F2O6S2Si | ωB97M-V/def2-TZVPD

SMILES: C[C@@H](F)C[Si@@](S)(CCF)CCCS.O=C1OCCO1.O=C1OCCO1
Spin multiplicity: 1
E_HOMO in eV: -9.16

Each line ends with the natural charge from an NBO analysis.
Positions of all 51 atoms, in Å:
1 S 2.16086 0.16707 0.02369  -0.44
2 S 5.58052 -4.85012 -2.11308  -0.06
3 Si 2.26847 -0.75166 -1.92505  1.52
4 F 5.33984 -0.40004 -1.29686  -0.38
5 F -0.85997 0.20032 -1.24549  -0.38
6 O -3.81852 0.65811 2.09088  -0.50
7 O -2.78903 -1.13269 2.92373  -0.49
8 O -6.52101 3.94559 3.38948  -0.49
9 O -6.83674 6.04574 4.14727  -0.58
10 O -4.47716 -0.18021 4.07451  -0.59
11 O -6.67364 4.31334 5.58192  -0.49
12 C 4.77150 -3.21776 -2.08230  -0.50
13 C 3.31278 -3.40588 -2.43763  -0.41
14 C -2.30600 -0.99128 1.58093  -0.10
15 C 0.68127 -0.44205 -2.93271  -0.91
16 C 4.89843 0.47029 -2.29803  0.22
17 C -2.67097 0.43977 1.25832  -0.10
18 C 2.36135 -2.60208 -1.55606  -0.87
19 C -3.76386 -0.21651 3.12298  0.97
20 C 3.67618 -0.08730 -3.00834  -0.92
21 C -0.60189 -0.76951 -2.20890  0.06
22 C -6.15338 2.71253 4.02335  -0.10
23 C -6.69175 4.88456 4.35150  0.97
24 C -6.71071 2.89053 5.41779  -0.10
25 C 4.71436 1.85819 -1.70249  -0.65
26 H 1.36293 -2.98952 -1.72830  0.23
27 H -1.43054 -0.78498 -2.91000  0.17
28 H 3.90642 2.40563 -2.16809  0.21
29 H 4.59363 1.80218 -0.63444  0.24
30 H -0.55944 -1.75024 -1.74219  0.16
31 H 3.08504 -4.45555 -2.27469  0.21
32 H 5.27797 -2.55223 -2.76540  0.21
33 H 5.70211 0.53393 -3.02456  0.16
34 H 2.58201 -2.76249 -0.50713  0.24
35 H 4.88988 -2.80667 -1.09311  0.22
36 H -6.58140 1.86756 3.49282  0.21
37 H 3.14089 -3.23463 -3.49160  0.20
38 H -7.74609 2.55525 5.50128  0.18
39 H 6.81910 -4.51139 -1.73832  0.12
40 H 1.80908 1.42653 -0.26719  0.16
41 H -6.11394 2.40238 6.18306  0.21
42 H 3.97774 -0.81209 -3.75446  0.24
43 H 0.67677 0.58776 -3.27139  0.24
44 H -5.06755 2.62037 4.01630  0.19
45 H -1.23689 -1.18065 1.53743  0.21
46 H 0.77579 -1.08942 -3.80255  0.24
47 H -1.88918 1.14325 1.54768  0.19
48 H 5.62385 2.42100 -1.87244  0.22
49 H 3.25641 0.73992 -3.56972  0.24
50 H -2.82583 -1.70957 0.94402  0.18
51 H -2.91970 0.59472 0.21360  0.21

---

Table of electronic energy (eV), in record order: -70779.0799; -48255.0410; -62209.2940